{
  "formula": "C5H10N2O6",
  "method": "the ωB97M-V functional and the def2-TZVPD basis",
  "symbols": ["H", "N", "H", "C", "H", "O", "H", "C", "H", "H", "O", "C", "C", "C", "H", "O", "H", "H", "O", "N", "O", "H", "O"],
  "coordinates": [[-3.721, -0.858, 1.657], [-1.750, -0.127, -1.020], [-0.434, 3.133, 0.683], [-2.214, -1.126, 0.455], [-2.909, 1.726, -0.571], [-1.807, -2.149, 0.797], [2.765, -1.980, -1.176], [2.404, -1.626, -0.330], [0.064, -0.580, -1.616], [2.125, 0.237, -1.144], [-2.066, 2.157, -0.698], [-1.247, 1.065, -0.478], [1.031, 0.240, 0.532], [-0.075, 1.250, 0.122], [1.770, -2.316, 0.051], [-3.204, -0.476, 0.942], [0.711, -0.693, 1.011], [2.490, 1.464, 0.927], [0.261, 2.528, 0.456], [1.589, -0.437, -0.614], [-0.793, -0.932, -1.750], [3.113, -1.339, 0.342], [1.898, 0.839, 1.423]],
  "e_homo_ev": -8.276,
  "e_tot_ha": -757.31283,
  "fmax_ev_per_a": 4.6,
  "de_lowest_ev": 1.845,
  "homo_lumo_gap_ev": 8.54,
  "lumo_energy_ev": 0.26
}